Record 1
137
Properties=species:S:1:pos:R:3:lowdin_charge:R:1 method="wB97M-V/def2-TZVPD" homo_lumo_gap_ev=8.12 charge=0 lumo_energy_ev=-0.56
H 5.669 -5.117 -4.900 0.1010
H 4.102 -7.022 -4.775 0.1007
H 1.689 -5.612 2.489 0.0154
C 0.412 0.904 -1.636 -0.0943
C -1.955 -5.392 -1.313 0.0222
H 3.063 0.642 -10.623 0.0995
O -4.228 -4.769 -1.643 -0.0378
H 3.196 7.058 -0.611 0.1002
C 1.893 -6.548 5.177 -0.1093
N -3.483 -2.169 -0.610 -0.2055
C 4.118 2.840 4.722 -0.0933
C 0.871 -8.921 6.186 -0.0951
C -6.248 -4.850 -0.294 -0.2187
H 2.576 -2.482 -3.557 0.0848
H -6.725 -4.392 -1.160 0.1109
H -1.010 -8.274 5.384 0.1006
C 1.374 -4.163 1.376 -0.2246
H 1.382 4.283 3.055 0.1031
C 4.128 2.317 3.436 -0.1061
H 0.865 4.132 -2.545 0.1001
C 0.038 -8.038 5.514 -0.0944
C -2.133 6.187 -0.475 -0.0892
H -6.134 -2.792 0.431 0.0586
H 1.824 3.018 -4.539 0.0987
C -0.623 -5.078 -0.912 -0.0229
S -2.630 -0.946 -0.052 1.0166
H -5.024 0.228 -1.546 0.0650
H 0.400 6.059 9.011 0.0997
C 4.648 -4.958 -4.579 -0.0939
H 1.288 6.745 3.210 0.0775
H -6.946 -5.596 0.090 0.1056
C 3.450 1.086 -8.561 -0.0962
H 3.730 2.450 6.795 0.0995
H -1.524 3.440 1.406 0.0995
C -5.621 3.043 -3.326 -0.1000
H 0.015 0.313 -0.823 0.0565
C -5.977 -3.802 0.801 -0.0946
H 3.083 0.096 6.413 0.0991
H -0.377 5.688 4.820 0.0950
H -4.031 6.697 -1.334 0.0999
C -7.622 1.726 -3.114 -0.0990
C -2.644 -3.196 -0.747 -0.2717
C 0.005 5.721 6.930 -0.0934
C 3.581 0.567 -7.281 -0.1025
C 3.163 0.240 -9.623 -0.0975
H -0.036 4.644 7.032 0.1003
H 1.776 -6.661 -4.030 0.1009
C -0.137 7.689 5.555 -0.1040
H 0.960 -0.804 -2.810 0.0867
N 1.575 -5.407 1.497 0.1228
C 1.777 4.892 2.251 -0.1039
C -4.921 2.100 -2.585 -0.0966
C -5.028 -5.591 -0.783 -0.2015
H 3.774 -7.192 5.983 0.1013
H -0.049 2.777 -0.701 0.0802
H 0.473 -9.848 6.578 0.1005
H 0.137 -5.845 -0.970 0.1168
H -8.675 1.582 -3.320 0.0987
C 1.128 -3.532 0.025 -0.1230
C 3.125 -1.639 -8.122 -0.0902
H -7.517 3.593 -4.165 0.0988
C -4.124 4.856 -0.239 -0.1010
C 3.768 -6.028 -4.507 -0.0943
H 2.295 -5.622 4.784 0.0938
C 0.550 -6.851 5.008 -0.1023
H -0.100 -6.163 4.482 0.0990
H -4.428 -5.968 0.048 0.1293
C 2.910 -3.478 -3.823 -0.0978
C 4.219 -3.683 -4.235 -0.1003
C -5.573 0.967 -2.116 -0.0919
C 2.236 7.056 1.309 -0.0912
C 0.380 2.289 -1.566 -0.0884
C 3.418 -0.794 -7.060 -0.0984
H -0.379 5.440 0.509 0.0813
C 1.452 1.039 -3.798 -0.0888
H -3.918 3.060 0.915 0.1002
C -1.303 -2.883 -0.355 -0.2961
H 0.485 8.516 8.778 0.0998
H 4.400 3.872 4.888 0.1035
C 3.740 2.041 5.792 -0.0967
C 0.297 7.897 7.910 -0.0974
H 2.198 8.135 1.378 0.1010
H -4.939 -3.861 1.131 0.0608
C 2.461 -5.824 -4.090 -0.0919
C 3.385 0.197 4.292 -0.0995
H -3.869 2.249 -2.374 0.1002
C 2.798 6.451 0.192 -0.0926
H 3.762 0.590 2.216 0.1003
C 0.248 6.516 8.042 -0.0971
H -0.288 8.147 4.586 0.0987
C -6.922 0.779 -2.380 -0.0936
H 2.994 -2.699 -7.948 0.1017
C -3.417 3.938 0.527 -0.0964
C 2.726 -7.430 5.851 -0.0936
C -6.971 2.857 -3.588 -0.0985
C 1.429 2.425 -3.724 -0.0910
H 3.519 -1.198 -6.060 0.0832
C 2.028 -4.550 -3.749 -0.0967
H 1.007 -4.397 -3.422 0.0942
C -2.965 -4.490 -1.232 -0.2527
H 1.862 0.549 -4.673 0.0835
C 2.849 5.065 0.105 -0.0938
C -2.073 4.152 0.800 -0.1029
H 4.416 2.942 2.602 0.0938
H -5.342 -6.450 -1.380 0.1214
H 2.773 -1.779 -10.232 0.0999
C -1.428 5.275 0.297 -0.0917
C 0.891 3.051 -2.607 -0.0934
C -3.481 5.980 -0.738 -0.0940
H 1.215 -2.452 0.121 0.0987
H 2.373 3.207 1.068 0.0971
H -1.632 7.063 -0.868 0.1007
C -0.186 6.308 5.687 -0.1025
H 3.282 4.590 -0.766 0.1013
H 3.100 -0.834 4.125 0.0947
H -5.174 4.695 -0.445 0.1011
H -7.427 -0.107 -2.017 0.0993
C 2.338 4.287 1.135 -0.1142
H 3.571 2.148 -8.731 0.0996
N -1.173 -1.623 0.067 -0.2207
H -2.169 -6.381 -1.694 0.1259
H 2.864 -9.305 6.880 0.1006
C 3.000 -1.121 -9.403 -0.0959
H 1.858 -3.906 -0.691 0.1109
H -5.113 3.924 -3.696 0.1010
C -0.271 -3.858 -0.439 -0.1847
H 3.808 1.222 -6.448 0.0964
H 1.340 -3.484 2.233 0.1109
C 1.726 6.276 2.338 -0.0918
C 3.759 0.996 3.221 -0.0957
H 4.908 -2.849 -4.289 0.1004
C 0.103 8.483 6.668 -0.0951
H -6.610 -3.965 1.669 0.0651
H 0.139 9.560 6.566 0.1002
C 2.215 -8.617 6.355 -0.0952
C 0.946 0.278 -2.753 -0.0879
C 3.375 0.719 5.578 -0.0989

---

Record 2
161
Properties=species:S:1:pos:R:3:lowdin_spin:R:1 method="wB97M-V/def2-TZVPD" homo_lumo_gap_ev="7.42 / 7.67" charge=+2 multiplicity=2 s2=0.75 lumo_energy_ev="-4.29 / -4.06"
C -4.104 -0.188 1.088 0.0001
C -5.029 5.217 -1.482 0.0000
H 1.162 6.003 -5.214 0.0000
N -1.023 -1.291 -1.992 0.0010
H 6.307 -1.698 -1.039 0.0001
N 2.623 -2.359 -0.689 0.0038
N -0.230 -0.692 -1.200 0.0068
C -4.858 -1.328 0.903 -0.0009
H -5.316 1.845 -1.602 0.0000
H 3.991 -0.387 -5.796 0.0000
H -1.920 4.245 1.290 -0.0001
H 1.566 -0.869 -5.825 0.0000
C -2.712 2.235 1.722 0.0049
H -2.336 1.205 -4.873 0.0000
H -0.081 -7.434 3.993 0.0000
H 0.065 -6.871 5.653 -0.0001
H -6.963 -1.057 1.247 -0.0001
N -0.852 -1.474 2.501 -0.0077
C 0.528 -3.450 3.202 -0.0002
C -1.150 -5.553 -1.536 0.0000
H 4.861 -0.469 1.979 0.0001
C -3.875 -0.183 -5.384 0.0000
H -1.636 2.454 4.611 0.0001
C 0.633 6.284 -1.881 0.0000
H 1.809 3.666 1.007 0.0000
C 5.369 2.190 0.460 -0.0003
C -1.776 3.179 1.369 0.0004
C 4.469 1.248 -0.003 -0.0005
H -5.492 -1.578 -5.629 0.0000
C -4.836 2.818 -1.620 0.0000
H -6.416 -0.462 -0.315 0.0000
H -2.534 -2.605 4.203 0.0000
H 2.870 4.766 1.863 0.0000
C 2.980 -3.309 3.474 0.0019
H -6.683 3.859 -1.306 0.0000
H 4.886 -2.491 -1.701 0.0000
C -5.615 3.955 -1.453 0.0000
C -2.353 -3.361 -2.013 0.0002
C -6.282 -1.260 0.417 -0.0002
N 1.558 3.699 3.113 0.0014
C -1.812 -4.664 -2.586 0.0001
C -0.693 -2.555 -0.269 0.0095
C 1.863 4.350 1.846 0.0001
N -1.020 1.925 -2.715 0.0000
H -0.239 -5.095 -1.141 0.0000
H -5.636 6.103 -1.343 0.0000
C -4.315 -0.430 -2.665 0.0000
C 2.916 -3.765 -0.463 0.0002
C 0.598 4.933 -1.558 0.0000
H -1.529 -7.141 4.960 0.0000
N 1.769 1.386 2.515 0.0030
H 0.865 7.722 -3.458 0.0000
H -3.692 -0.091 -6.448 0.0000
H -2.703 -5.183 -2.951 0.0000
H -2.458 -4.854 5.141 0.0000
C -5.102 -1.149 -3.560 0.0000
H -0.728 -3.392 0.409 0.0004
H 3.269 -0.093 3.747 0.0001
C -3.458 2.917 -1.834 0.0000
H -1.217 2.534 -3.503 0.0000
H -5.881 -1.806 -3.192 0.0000
H 0.059 0.244 -4.199 0.0000
H 6.219 2.476 -0.147 0.0000
N 0.371 2.079 4.224 0.0023
H 4.754 -2.311 4.297 0.0000
H 4.906 1.235 -4.163 0.0000
H 1.288 -2.592 -2.294 0.0001
H 0.330 2.781 0.782 0.0002
C -2.887 4.187 -1.869 0.0000
C 3.316 -1.378 -0.010 0.0028
N -2.131 1.027 1.667 0.0020
H -2.824 -2.766 -2.794 0.0000
C 3.846 1.012 -4.167 0.0000
N 1.815 -2.811 2.995 0.0048
C -0.630 2.444 1.118 0.0062
N -1.318 -2.481 -1.428 0.0036
N 4.633 -1.577 0.189 0.0022
H 5.799 -3.257 -0.381 0.0000
C 4.058 2.390 2.453 -0.0001
H 1.155 5.169 1.690 0.0000
C 3.012 -1.124 3.578 0.0027
N -0.826 1.134 1.296 0.0028
C -0.643 -2.685 3.225 0.0024
C -0.885 -4.413 -3.771 0.0001
H 1.137 0.166 4.627 0.0001
C 0.998 5.705 -4.185 0.0000
H -4.738 -3.471 1.001 0.0000
C -4.220 -2.534 1.177 0.0002
H 1.077 3.617 -4.639 0.0000
H 2.961 -2.321 -2.781 0.0004
C -1.633 -4.503 4.532 0.0002
N 2.615 -0.330 0.428 -0.0026
H -0.530 3.351 5.657 0.0000
H 5.948 -1.853 1.771 0.0001
C -2.809 -0.227 1.605 -0.0004
C 5.453 -1.023 1.264 0.0002
H 1.049 5.386 4.299 0.0000
C -0.689 2.994 4.638 0.0002
C 0.534 -4.774 3.637 0.0002
C -3.108 0.550 -4.487 0.0000
N -0.008 -1.451 -0.100 0.0026
H -4.465 -0.559 -1.594 0.0000
H 3.568 -4.201 -1.224 0.0001
H 0.499 7.031 -1.109 0.0000
C 0.954 4.358 -3.855 0.0000
N 1.842 -1.442 3.045 0.0035
H 5.959 3.336 2.187 0.0000
C 1.769 4.566 4.270 0.0003
C -3.665 5.329 -1.697 0.0000
C 1.971 -0.171 -5.102 0.0000
C 1.626 1.383 -3.285 0.0001
H -3.742 2.347 2.015 0.0003
C 1.122 0.462 -4.198 0.0001
H 1.999 -0.978 -2.143 0.0001
H 0.060 -3.970 -3.446 0.0000
C 5.210 2.691 1.747 -0.0005
H -3.198 6.306 -1.734 0.0000
C 3.377 0.845 0.763 0.0002
C 0.755 3.951 -2.534 0.0001
C -2.928 -2.567 1.664 -0.0008
H -1.823 -5.772 -0.702 0.0000
C 3.056 1.575 1.913 0.0004
C -0.559 -5.347 4.263 -0.0012
H -2.497 -3.541 1.847 0.0000
C -3.326 0.443 -3.116 0.0000
H -1.339 -3.739 -4.501 0.0000
C 0.258 0.759 4.833 0.0010
Ti 0.685 -0.362 1.560 0.9309
C 5.440 -2.311 -0.789 0.0002
C -1.663 -3.222 4.022 -0.0013
H 3.373 -3.903 0.516 0.0000
H 6.212 -0.361 0.852 0.0000
C -2.177 -1.413 1.965 0.0022
H 0.163 0.882 5.913 0.0002
H -0.650 -5.348 -4.281 0.0000
H 3.160 -4.367 3.547 0.0001
C 2.997 1.650 -3.273 0.0001
H 2.770 5.000 4.200 0.0001
C 0.836 6.672 -3.199 0.0000
P 0.555 2.186 -2.044 0.0008
H 3.915 2.817 3.439 0.0000
H -4.518 0.768 0.787 0.0001
H -6.592 -2.201 -0.036 0.0000
C -0.527 -6.777 4.740 -0.0002
H 0.421 4.644 -0.525 0.0000
H 1.705 4.000 5.193 0.0000
H -0.857 -6.506 -1.977 0.0000
H -0.757 3.839 3.963 0.0000
H -3.089 -3.537 -1.228 0.0000
H 3.398 2.380 -2.576 0.0000
H -0.620 0.229 4.464 0.0004
H 1.975 -4.321 -0.483 0.0001
C 1.266 2.377 3.262 0.0037
H -1.824 4.298 -2.041 0.0000
H 1.431 -5.370 3.529 0.0000
C 2.196 -2.041 -2.049 0.0008
C -4.883 -1.025 -4.925 0.0000
C 3.332 0.099 -5.087 0.0001
C 3.773 -2.264 3.856 0.0004
H 4.626 0.775 -0.966 0.0000
P -2.407 1.402 -1.845 0.0000

---

- The lowest charge belongs to which entry?
  C65H67N3OS

---

- Which value of charge does entry 1 give?
  0

---

- Which of these has the lowest charge?
  C65H67N3OS